[1]
{
  "formula": "C49H88CaF12N3O9P",
  "method": "wB97M-V/def2-TZVPD",
  "energy_ha": -4978.10239,
  "charge": 2,
  "e_lumo_ha": -0.231,
  "species": ["Ca", "C", "C", "C", "C", "P", "C", "C", "C", "C", "C", "C", "C", "C", "C", "C", "C", "C", "H", "H", "H", "H", "H", "H", "H", "H", "H", "H", "H", "H", "H", "H", "H", "H", "H", "H", "H", "H", "H", "H", "H", "H", "H", "H", "H", "H", "H", "H", "H", "H", "H", "H", "H", "H", "C", "N", "C", "C", "C", "C", "O", "H", "H", "H", "H", "H", "H", "H", "H", "H", "H", "H", "H", "H", "H", "C", "N", "C", "C", "C", "C", "C", "C", "C", "C", "N", "C", "C", "C", "H", "H", "H", "H", "H", "H", "H", "H", "H", "H", "H", "H", "H", "H", "C", "O", "O", "C", "F", "F", "F", "C", "C", "H", "H", "H", "H", "H", "H", "C", "O", "O", "C", "F", "F", "F", "C", "C", "H", "H", "H", "H", "H", "H", "C", "O", "O", "C", "F", "F", "F", "C", "C", "H", "H", "H", "H", "H", "H", "C", "O", "O", "C", "F", "F", "F", "C", "C", "H", "H", "H", "H", "H", "H"],
  "xyz": [[14.299, 12.319, 14.937], [18.146, 17.650, 21.315], [19.144, 16.820, 20.435], [19.276, 15.378, 20.923], [17.931, 14.705, 21.262], [18.023, 12.902, 21.499], [18.814, 12.727, 23.156], [19.063, 11.254, 23.646], [19.587, 11.184, 25.098], [18.570, 11.624, 26.213], [16.391, 12.144, 21.559], [15.457, 12.464, 20.335], [14.019, 12.965, 20.773], [14.021, 14.253, 21.548], [19.025, 12.148, 20.155], [19.014, 10.636, 19.927], [19.650, 10.267, 18.619], [21.200, 10.428, 18.638], [18.073, 18.651, 20.891], [18.462, 17.790, 22.349], [17.162, 17.204, 21.169], [20.119, 17.261, 20.643], [18.934, 16.805, 19.365], [19.897, 15.296, 21.815], [19.834, 14.799, 20.187], [17.146, 14.759, 20.508], [17.501, 15.129, 22.169], [18.196, 13.249, 23.887], [19.736, 13.308, 23.154], [19.838, 10.805, 23.024], [18.196, 10.604, 23.761], [20.466, 11.825, 25.156], [20.095, 10.245, 25.319], [19.076, 11.497, 27.170], [17.629, 11.096, 26.060], [18.332, 12.678, 26.072], [15.888, 12.499, 22.458], [16.502, 11.062, 21.632], [15.257, 11.573, 19.740], [15.879, 13.137, 19.589], [13.509, 12.210, 21.371], [13.397, 13.056, 19.882], [14.543, 14.144, 22.498], [13.082, 14.786, 21.696], [14.617, 14.967, 20.979], [20.040, 12.519, 20.296], [18.584, 12.584, 19.259], [17.978, 10.309, 19.838], [19.440, 10.189, 20.825], [19.178, 10.812, 17.801], [19.435, 9.220, 18.406], [21.642, 10.418, 17.642], [21.847, 9.783, 19.232], [21.508, 11.403, 19.015], [12.879, 15.898, 17.840], [11.339, 15.610, 17.996], [11.086, 14.127, 17.692], [10.976, 15.810, 19.449], [10.563, 16.565, 16.998], [9.098, 16.181, 16.692], [8.182, 16.197, 17.776], [13.080, 15.615, 16.807], [13.501, 15.303, 18.508], [12.945, 16.982, 17.929], [10.026, 13.935, 17.860], [11.701, 13.504, 18.343], [11.366, 13.872, 16.670], [11.686, 15.237, 20.047], [9.973, 15.395, 19.548], [11.056, 16.865, 19.713], [11.114, 16.661, 16.062], [10.517, 17.515, 17.530], [8.943, 15.219, 16.204], [8.743, 16.879, 15.934], [7.282, 16.171, 17.444], [14.830, 20.580, 16.357], [14.892, 19.366, 15.513], [16.082, 19.181, 14.898], [16.298, 18.058, 14.134], [15.243, 17.291, 13.767], [14.099, 17.380, 14.510], [13.946, 18.441, 15.366], [15.284, 16.189, 12.747], [14.189, 15.950, 11.957], [14.280, 14.883, 11.067], [15.419, 14.204, 10.890], [16.519, 14.430, 11.666], [16.407, 15.371, 12.703], [15.416, 13.196, 9.871], [15.521, 20.640, 17.198], [13.868, 20.692, 16.858], [15.001, 21.455, 15.730], [16.870, 19.890, 15.107], [17.254, 17.954, 13.641], [13.251, 16.715, 14.438], [13.010, 18.671, 15.853], [13.258, 16.497, 11.935], [13.452, 14.544, 10.463], [17.416, 13.884, 11.414], [17.300, 15.581, 13.272], [14.719, 13.395, 9.057], [15.237, 12.266, 10.411], [16.355, 13.310, 9.330], [12.150, 10.348, 16.488], [12.483, 9.836, 15.191], [12.971, 11.418, 16.669], [10.586, 10.417, 16.674], [10.171, 10.917, 17.845], [9.985, 11.186, 15.730], [10.080, 9.168, 16.543], [12.653, 8.410, 15.070], [12.297, 8.213, 13.595], [11.228, 8.405, 13.509], [12.795, 8.866, 12.879], [12.376, 7.152, 13.359], [12.067, 7.779, 15.738], [13.693, 8.223, 15.340], [12.472, 9.629, 17.241], [11.536, 13.404, 13.239], [12.268, 12.669, 12.217], [12.610, 13.838, 14.068], [10.417, 14.454, 12.736], [9.888, 15.185, 13.713], [11.077, 15.330, 11.919], [9.375, 13.886, 12.022], [11.684, 11.621, 11.554], [12.642, 11.143, 10.456], [13.666, 10.899, 10.740], [12.180, 10.161, 10.346], [12.741, 11.673, 9.509], [10.750, 11.965, 11.108], [11.455, 10.832, 12.270], [10.981, 12.622, 13.756], [16.881, 14.003, 16.746], [16.776, 15.155, 17.630], [15.658, 13.860, 16.020], [18.255, 13.788, 16.097], [18.294, 12.799, 15.281], [18.828, 14.852, 15.530], [19.167, 13.539, 17.058], [16.771, 16.443, 17.043], [16.292, 17.431, 18.081], [16.293, 18.473, 17.761], [15.252, 17.212, 18.325], [16.849, 17.490, 19.016], [16.021, 16.526, 16.255], [17.762, 16.710, 16.675], [16.770, 13.152, 17.419], [16.107, 10.366, 13.582], [15.864, 10.593, 14.972], [15.289, 11.330, 12.951], [17.576, 10.245, 13.028], [18.262, 11.390, 12.966], [18.422, 9.418, 13.611], [17.556, 9.747, 11.826], [16.470, 9.676, 15.934], [15.884, 9.760, 17.310], [15.007, 9.125, 17.186], [16.502, 9.480, 18.163], [15.639, 10.788, 17.579], [17.515, 9.971, 15.840], [16.299, 8.636, 15.658], [15.743, 9.339, 13.556]]
}

***

[2]
{
  "formula": "C49H92ClI3N5O4",
  "method": "wB97M-V/def2-TZVPD",
  "energy_ha": -3849.71552,
  "charge": 1,
  "e_lumo_ha": -0.126,
  "species": ["C", "C", "C", "C", "C", "C", "C", "O", "I", "N", "C", "C", "C", "C", "C", "O", "Cl", "C", "C", "C", "C", "N", "C", "O", "N", "O", "N", "C", "C", "C", "C", "C", "N", "C", "I", "C", "C", "I", "H", "H", "H", "H", "H", "H", "H", "H", "H", "H", "H", "H", "H", "H", "H", "H", "H", "H", "H", "H", "H", "H", "H", "H", "H", "H", "H", "H", "H", "H", "H", "H", "H", "H", "H", "H", "C", "C", "C", "C", "C", "C", "H", "H", "H", "H", "H", "H", "H", "H", "H", "H", "H", "H", "H", "H", "C", "C", "C", "C", "C", "C", "H", "H", "H", "H", "H", "H", "H", "H", "H", "H", "H", "H", "H", "H", "C", "C", "C", "C", "C", "C", "H", "H", "H", "H", "H", "H", "H", "H", "H", "H", "H", "H", "H", "H", "C", "C", "C", "C", "C", "C", "H", "H", "H", "H", "H", "H", "H", "H", "H", "H", "H", "H", "H", "H"],
  "xyz": [[6.162, 6.041, -2.513], [5.188, 5.381, -2.333], [4.041, 4.527, -2.063], [3.650, 4.235, -0.596], [4.135, 5.083, 0.619], [3.620, 6.551, 0.634], [2.279, 6.888, 0.009], [1.207, 6.801, 0.510], [2.312, 7.714, -2.021], [5.568, 5.224, 0.599], [6.303, 5.876, 1.658], [7.275, 6.961, 1.101], [6.881, 8.401, 1.511], [6.787, 9.336, 0.291], [3.480, 4.196, 1.775], [2.170, 4.692, 2.003], [4.117, 4.497, 3.426], [3.548, 2.693, 1.310], [2.660, 1.631, 2.041], [1.871, 2.044, 3.267], [1.030, 0.808, 3.746], [-0.407, 1.068, 3.761], [4.923, 2.156, 1.842], [6.102, 2.923, 1.710], [7.214, 2.080, 2.172], [7.624, 2.465, 3.176], [3.360, 2.750, -0.209], [1.892, 2.669, -0.662], [1.555, 2.525, -1.988], [0.228, 2.497, -2.392], [-0.698, 2.631, -1.363], [-0.289, 2.818, -0.056], [0.999, 2.839, 0.285], [4.108, 1.678, -0.954], [6.231, 2.056, -1.284], [3.778, 0.223, -0.530], [2.434, -0.297, -1.051], [5.240, -1.070, -1.493], [7.028, 6.652, -2.536], [4.214, 3.619, -2.638], [3.191, 4.981, -2.566], [2.639, 4.632, -0.607], [4.351, 7.200, 0.174], [3.570, 6.856, 1.679], [6.057, 4.515, 0.085], [6.925, 5.153, 2.184], [5.702, 6.351, 2.420], [7.186, 6.915, 0.019], [8.296, 6.749, 1.396], [5.937, 8.418, 2.051], [7.641, 8.821, 2.165], [5.772, 9.398, -0.104], [7.434, 9.004, -0.514], [7.062, 10.349, 0.570], [1.695, 4.884, 1.185], [1.957, 1.180, 1.345], [3.253, 0.763, 2.316], [2.513, 2.299, 4.102], [1.163, 2.842, 3.100], [1.387, 0.460, 4.710], [1.203, -0.011, 3.047], [-0.571, 2.008, 4.095], [-0.804, 0.974, 2.838], [5.129, 1.167, 1.422], [4.788, 1.973, 2.903], [2.294, 2.458, -2.771], [-0.049, 2.381, -3.424], [-1.754, 2.592, -1.589], [-1.020, 2.950, 0.727], [3.872, 1.678, -2.005], [3.894, -0.024, 0.515], [2.390, -0.085, -2.119], [1.581, 0.196, -0.592], [2.398, -1.374, -0.957], [-0.464, -5.461, 6.559], [0.400, -4.821, 5.476], [0.290, -3.297, 5.434], [-1.106, -2.760, 5.115], [-1.702, -3.247, 3.796], [-0.895, -2.817, 2.575], [-1.525, -5.262, 6.399], [-0.332, -6.543, 6.566], [-0.191, -5.083, 7.546], [0.142, -5.247, 4.502], [1.444, -5.088, 5.657], [1.007, -2.912, 4.700], [0.605, -2.891, 6.400], [-1.061, -1.666, 5.104], [-1.790, -3.023, 5.926], [-2.713, -2.843, 3.704], [-1.807, -4.335, 3.802], [-0.820, -1.727, 2.530], [-1.376, -3.162, 1.658], [0.114, -3.232, 2.592], [-5.256, -4.397, 2.491], [-5.360, -5.255, 3.749], [-4.565, -6.557, 3.660], [-5.020, -7.513, 2.558], [-6.487, -7.934, 2.635], [-6.831, -8.705, 3.906], [-5.660, -4.909, 1.615], [-5.816, -3.469, 2.614], [-4.215, -4.140, 2.286], [-6.411, -5.464, 3.964], [-4.984, -4.678, 4.599], [-4.611, -7.065, 4.628], [-3.509, -6.318, 3.499], [-4.391, -8.408, 2.592], [-4.836, -7.055, 1.580], [-6.707, -8.567, 1.771], [-7.138, -7.060, 2.546], [-6.222, -9.607, 3.990], [-7.878, -9.009, 3.898], [-6.673, -8.101, 4.801], [-0.567, 3.421, -10.207], [0.484, 4.090, -9.325], [1.087, 3.150, -8.282], [0.091, 2.597, -7.261], [-0.670, 3.655, -6.465], [0.237, 4.536, -5.611], [-1.420, 3.069, -9.625], [-0.946, 4.123, -10.950], [-0.142, 2.568, -10.738], [0.050, 4.969, -8.839], [1.291, 4.462, -9.960], [1.894, 3.674, -7.760], [1.562, 2.308, -8.795], [0.635, 1.947, -6.565], [-0.630, 1.951, -7.769], [-1.385, 3.146, -5.810], [-1.263, 4.282, -7.133], [0.809, 3.928, -4.903], [-0.351, 5.253, -5.035], [0.943, 5.104, -6.217], [-5.345, -8.687, -1.671], [-5.661, -7.352, -2.340], [-6.494, -6.420, -1.462], [-7.880, -6.949, -1.092], [-8.782, -7.294, -2.275], [-9.110, -6.092, -3.156], [-6.252, -9.250, -1.446], [-4.728, -9.308, -2.322], [-4.799, -8.534, -0.737], [-6.166, -7.529, -3.293], [-4.720, -6.850, -2.583], [-6.595, -5.454, -1.967], [-5.941, -6.216, -0.538], [-8.380, -6.199, -0.471], [-7.770, -7.835, -0.460], [-9.715, -7.708, -1.886], [-8.328, -8.082, -2.882], [-9.606, -5.310, -2.577], [-9.780, -6.383, -3.967], [-8.214, -5.666, -3.610]]
}

***

[3]
{
  "formula": "C4Br2N2",
  "method": "wB97M-V/def2-TZVPD",
  "energy_ha": -5409.88544,
  "charge": 0,
  "e_lumo_ha": -0.057,
  "species": ["N", "N", "Br", "Br", "C", "C", "C", "C"],
  "xyz": [[2.517, -0.661, 0.431], [0.549, 2.358, -1.034], [-1.031, -2.295, 0.537], [-2.515, 0.109, -0.602], [1.352, -0.769, 0.643], [-0.076, 1.581, -0.446], [-0.039, -0.706, 0.462], [-0.756, 0.384, 0.010]]
}

***

[4]
{
  "formula": "C4ClF2O2",
  "method": "wB97M-V/def2-TZVPD",
  "energy_ha": -962.68918,
  "relative_energy_kcal_mol": 119.8,
  "charge": -1,
  "e_lumo_ha": [0.117, 0.117],
  "species": ["C", "C", "C", "C", "O", "O", "F", "F", "Cl"],
  "xyz": [[-1.546, -0.605, -0.568], [0.934, 0.586, 0.778], [-2.391, -1.292, 0.073], [2.027, 0.975, 0.207], [-0.219, 0.312, 0.861], [-2.739, -1.964, 0.975], [2.352, 0.627, -1.080], [3.261, 1.176, 0.884], [-1.680, 0.186, -2.130]]
}

***

[5]
{
  "formula": "C4H10AlF2N2O3",
  "method": "wB97M-V/def2-TZVPD",
  "energy_ha": -935.96160,
  "charge": -1,
  "e_lumo_ha": 0.115,
  "species": ["N", "Al", "N", "C", "O", "F", "C", "O", "F", "H", "H", "H", "H", "C", "C", "O", "H", "H", "H", "H", "H", "H"],
  "xyz": [[-1.308, -4.199, 1.808], [0.354, -3.416, 1.377], [0.027, -2.173, -0.149], [-0.309, -0.891, 0.282], [0.326, -0.022, 0.798], [-1.651, -0.687, 0.083], [0.973, -2.226, -1.144], [1.173, -3.137, -1.891], [1.695, -1.078, -1.299], [-1.558, -4.797, 1.021], [-2.020, -3.470, 1.784], [0.845, -2.485, 2.584], [1.420, -4.528, 0.952], [-0.272, 4.271, -0.045], [0.060, 3.586, -1.360], [1.013, 2.550, -1.201], [0.633, 4.678, 0.407], [-0.988, 5.082, -0.192], [-0.703, 3.556, 0.659], [0.502, 4.299, -2.058], [-0.854, 3.191, -1.820], [0.642, 1.894, -0.596]]
}